[1]
Here is 10 unconnected molecules or ions with the total composition C20H48N2O22 at a distorted geometry from OMol25. Energies are from ωB97M-V/def2-TZVPD.

Properties
2S+1: 1
Gap between HOMO and LUMO (eV): 10.19
Max |F| (eV/A): 2.92
Lowest unoccupied orbital energy (eV): 0.18
Structure (SMILES): C[N+](=O)[O-].C[N+](=O)[O-].COC(=O)OC.COC(=O)OC.COC(=O)OC.COC(=O)OC.COC(=O)OC.CO.CO.CO

Geometry as XYZ:
```
92
Properties=species:S:1:pos:R:3:forces:R:3:mulliken_charge:R:1
O -3.29267 24.31391 23.13383 -0.68 1.03 1.22 -0.363
O 5.98913 24.99888 21.45696 -0.41 0.54 -0.24 -0.583
O 0.49204 20.22513 21.68468 -0.11 -1.47 0.21 -0.513
O 5.49465 25.78039 26.70182 0.06 -0.48 -0.09 -0.584
O -1.82548 19.93834 27.78794 0.22 -0.67 0.16 -0.558
O 4.61044 19.39423 27.00956 -0.65 -0.21 0.22 -0.356
O -1.02101 23.67644 28.42528 0.02 0.36 -0.03 -0.557
O 9.97650 23.98865 24.98788 -0.76 -0.23 -0.88 -0.527
O 5.67030 19.67290 25.05264 0.04 0.10 -0.32 -0.590
O 3.06143 22.98330 24.38732 -1.31 -0.63 -0.37 -0.345
O -4.97166 23.40041 22.18452 -0.74 0.10 0.00 -0.344
O 5.18164 20.25088 18.98332 0.11 0.16 -0.39 -0.580
O 6.21398 25.66661 24.64899 0.27 -0.63 0.58 -0.490
O -1.36789 22.74672 30.46355 -0.50 -0.49 0.06 -0.337
O 0.85915 23.10404 24.34431 -0.90 -0.14 -0.94 0.038
O 5.64624 23.65852 19.69924 0.44 -0.39 -1.18 -0.313
O 3.50589 19.06866 25.16639 -1.15 -0.32 0.58 -0.306
O 4.26888 20.83956 20.84339 0.39 0.07 -0.37 -0.390
O -3.04283 23.61298 21.00990 -0.17 -0.06 -0.10 -0.566
O 4.26408 25.24273 19.96429 -0.83 0.06 -0.30 -0.351
O 1.92646 22.60823 22.44844 -0.26 -0.29 -0.81 -0.637
O -2.83202 24.08791 29.71188 -0.58 0.75 0.63 -0.329
N 5.39215 25.92582 25.50575 0.00 1.07 -1.03 0.980
N 4.34745 20.84478 19.62133 -0.63 0.22 1.66 0.808
C 3.22697 21.52204 18.93145 -0.16 -1.07 -1.40 -0.712
C 3.33096 18.78618 23.78135 0.80 0.05 -1.19 -0.375
C -0.90217 20.11972 26.71027 -0.55 0.57 0.35 -0.168
C -0.36149 21.76916 30.29374 2.49 -0.12 -0.44 -0.459
C 5.73202 19.86305 27.76441 0.11 0.51 -0.07 -0.626
C 3.65663 26.36839 20.60266 1.11 0.46 0.23 -0.659
C 4.67565 19.40712 25.67669 1.08 -0.04 -0.33 0.939
C -5.65356 22.79632 21.08474 0.79 0.51 -1.44 -0.679
C 8.75370 23.24324 25.10287 -0.39 0.60 1.08 -0.254
C -1.65824 23.56125 29.44268 0.06 -1.21 -0.45 0.827
C -0.19922 20.60231 20.50802 0.18 1.61 1.02 -0.607
C 0.88702 23.54765 25.69622 0.08 0.06 0.50 -0.529
C 4.17574 26.66581 24.98057 1.34 -0.11 0.85 -0.431
C -1.91104 24.54261 23.31167 1.80 -1.71 -1.45 -0.542
C -3.44646 25.01403 28.80750 0.81 -0.01 -0.35 -0.596
C 1.93151 22.86182 23.60928 1.60 0.56 2.37 0.668
C 5.36717 24.69665 20.46962 0.27 -0.41 0.76 1.013
C 4.29336 22.68170 23.78083 2.20 1.37 -1.16 -0.103
C 6.86354 22.94563 19.93309 0.11 -1.20 0.25 -0.770
C -3.71130 23.76740 21.99776 0.69 -0.13 -0.08 0.804
H -1.54115 24.94883 24.24824 -1.23 0.29 0.30 0.317
H -0.02228 19.49607 26.85298 -0.07 -0.01 0.29 0.230
H 5.32237 20.40742 28.61236 -0.09 0.01 -0.05 0.247
H -2.88553 25.94490 28.71293 0.19 -0.06 0.28 0.294
H 6.35293 19.06089 28.15925 -0.17 -0.29 -0.30 0.275
H -6.72448 22.94132 21.17590 0.03 -0.55 0.71 0.279
H -0.51692 20.75595 30.65967 -1.21 0.39 0.49 0.296
H -5.43007 23.28871 20.13244 0.33 0.39 0.24 0.306
H 2.28187 18.66124 23.52658 -0.15 0.22 0.62 0.234
H -0.62933 21.17667 26.74241 0.38 -0.07 -0.53 -0.126
H -4.41695 25.23842 29.23507 -0.10 -0.23 -0.22 0.217
H 3.40121 25.90787 24.91580 -0.32 0.42 0.01 -0.011
H -0.10907 23.89528 25.96383 -0.04 0.04 -0.38 0.180
H 2.50746 20.70424 18.84491 -0.22 0.19 0.14 0.255
H 6.78535 22.43149 20.89003 0.34 0.41 0.28 0.279
H 3.74217 19.55788 23.12878 -0.03 0.27 0.29 0.059
H 8.43631 23.41227 26.13457 0.04 -0.67 0.15 0.219
H -5.26388 21.79655 20.90271 -0.57 -0.32 0.49 0.290
H 3.56349 21.69415 17.91171 0.00 0.48 0.14 0.333
H 4.50776 27.09916 24.04436 -0.37 -0.24 -0.20 0.207
H 4.63302 21.66344 23.59400 -0.95 -0.35 0.43 0.049
H 0.54063 22.12933 30.79397 -0.07 0.05 0.19 0.295
H 6.34794 20.53353 27.16806 -0.02 -0.07 -0.05 0.275
H -0.21547 21.69545 20.58486 -0.13 0.08 -0.94 0.222
H 7.90257 23.65906 24.55898 0.37 0.14 -0.51 -0.037
H 9.85451 24.47192 24.16491 0.50 0.15 0.06 0.315
H 2.77216 22.36254 19.43971 0.52 0.00 0.31 0.245
H 6.94419 22.12386 19.22167 -0.59 0.24 -0.32 0.255
H 1.05575 20.93157 22.01199 -0.07 0.31 -0.39 0.436
H -1.34927 19.84488 25.75327 -0.01 0.16 -0.07 0.323
H -1.42648 25.07888 22.49374 -0.50 0.36 -0.08 0.337
H 1.08161 22.72202 26.37923 0.45 0.06 -0.10 0.286
H 4.47985 26.94187 21.03115 -0.28 0.19 0.30 0.341
H 4.10438 27.44224 25.73935 -0.97 -0.08 -0.12 0.343
H -3.45455 24.57282 27.81184 -0.47 -0.04 0.02 0.271
H 7.79424 23.49087 19.79422 -0.32 0.66 0.42 0.364
H -1.45478 23.55030 23.23640 0.25 0.07 0.17 0.166
H 0.28095 20.25675 19.59137 -0.04 -0.06 0.01 0.191
H -0.01598 21.58311 29.27536 -0.62 0.56 -0.29 0.082
H 5.07808 23.16952 24.36291 -0.25 -0.26 0.54 0.040
H 1.59408 24.36775 25.80182 0.08 -0.16 0.23 0.141
H 8.85178 22.18692 24.85598 0.22 -0.01 0.10 0.283
H 2.92711 26.10464 21.36617 0.11 -0.36 0.00 0.174
H -1.25133 20.31928 20.54634 0.14 -0.48 0.03 0.299
H 3.17415 26.98569 19.84952 0.01 -0.29 -0.21 0.280
H 4.43137 23.21808 22.83640 -0.57 -0.17 -0.17 0.056
H 3.83398 17.87510 23.45259 0.15 -0.14 0.52 0.340
H -2.44890 20.66696 27.80535 0.03 0.06 -0.18 0.303
```
Forces are in eV/Å.

---

[2]
Here is a molecular structure, C20H48N9OPRu at a distorted geometry from OMol25. Energies are from ωB97M-V/def2-TZVPD.

Properties
Net charge: +3
2S+1: 2
Gap between HOMO and LUMO (alpha / beta) (eV): 6.97 / 4.00
Max |F| (eV/A): 2.91
Lowest unoccupied orbital energy (alpha / beta) (eV): -8.69 / -11.68

Geometry as XYZ:
```
80
Properties=species:S:1:pos:R:3:forces:R:3:lowdin_spin:R:1
Ru 0.60885 1.87940 -0.74578 0.73 2.77 -0.52 -0.013
P -0.83796 -1.46363 -0.45190 -0.51 0.83 0.44 -0.002
O 0.07061 -0.35499 -0.83743 0.43 0.50 0.10 0.007
N 2.41123 1.74188 -2.08248 -1.20 -0.41 0.60 -0.001
N 0.01252 -2.59333 0.44197 0.12 -0.28 -0.67 0.365
N -1.35012 -2.32214 -1.78457 0.39 -0.32 0.25 0.329
N -1.90051 1.17269 -2.60710 0.03 -0.21 -0.28 -0.001
N -2.11652 -0.98905 0.42432 0.00 -0.03 -0.25 0.020
N 1.84786 2.15182 3.81341 0.11 0.12 0.87 0.001
N -1.15650 2.34333 -2.21485 0.85 -0.98 0.10 -0.003
N 1.19610 4.08311 -1.08471 -0.49 -1.13 0.24 -0.001
N 1.59754 2.33638 1.34141 -0.26 -1.64 -1.43 0.017
C -2.03226 -3.63570 -1.75615 -0.26 -0.14 -0.15 0.031
C -4.23071 -0.77022 1.47389 0.11 0.05 -0.03 0.000
C -0.55390 -3.55173 1.39660 0.00 -0.18 0.23 0.050
C 1.60366 0.89798 1.75216 0.11 -0.05 0.94 0.001
C 0.54724 -4.59407 1.62549 0.12 0.05 -0.10 0.000
C 1.83434 -3.89184 1.17367 -0.21 -0.04 0.07 0.003
C -3.66644 0.62918 1.22030 -0.07 -0.17 -0.03 0.000
C -3.44952 -1.64685 0.49940 -0.13 -0.01 0.04 0.002
C 2.64116 3.04859 -2.72145 0.17 0.13 -0.11 0.000
C -2.06525 -4.07562 -3.21809 0.10 0.16 -0.06 0.000
C 1.75468 0.80572 3.30281 0.02 0.12 -0.43 0.001
C 2.89374 2.93139 1.73089 0.13 0.12 0.34 0.002
C 2.55700 4.09906 -1.65513 0.18 0.19 -0.06 0.000
C -2.17597 0.37330 1.00950 -0.05 -0.07 0.29 0.002
C -0.69104 -2.11754 -3.09234 0.15 -0.15 -0.28 0.041
C 0.63840 2.90374 3.55085 0.17 -0.09 -0.40 0.000
C 0.48842 3.05534 1.99563 0.07 0.07 0.38 -0.003
C 3.02273 2.83120 3.29449 -0.28 0.01 -0.44 0.001
C -0.78342 -3.46878 -3.79433 -0.12 -0.07 0.13 0.001
C 1.35791 -3.02077 0.01579 0.30 -0.03 0.23 0.035
H -3.36730 -2.67444 0.85042 0.01 0.00 0.00 0.000
H 0.54584 4.10961 1.72295 -0.04 -0.03 -0.11 0.000
H 2.23376 -3.26834 1.97452 0.03 0.00 -0.02 0.000
H 2.43826 0.40329 1.25407 -0.04 0.07 -0.15 0.000
H 2.65475 0.25115 3.56633 -0.02 0.00 0.10 0.000
H 3.23750 1.47600 -1.55345 -0.04 -0.08 0.04 -0.002
H 0.89373 0.30785 3.75026 0.03 -0.01 0.06 0.000
H 1.97888 -2.15006 -0.18598 -0.04 0.03 -0.03 0.006
H 3.91734 2.27931 3.57601 0.00 0.00 0.02 0.000
H 1.17414 4.68673 -0.26847 -0.16 -0.06 0.04 0.000
H -2.94237 -3.65808 -3.71345 -0.01 -0.03 0.00 0.000
H 0.07934 -4.08972 -3.54694 0.01 0.01 -0.01 0.000
H -2.31527 1.30053 -3.52585 -0.21 0.22 0.13 0.000
H -5.30063 -0.83238 1.29110 -0.01 -0.01 0.05 0.000
H 2.60194 -4.59672 0.86521 0.04 0.05 0.01 0.000
H -1.64933 0.38940 1.96785 0.05 0.03 -0.02 0.001
H 3.08254 3.82763 3.72859 0.02 -0.03 0.07 0.000
H 3.70048 2.38989 1.23585 -0.07 -0.01 -0.10 0.000
H -3.01989 -3.55264 -1.30708 0.01 0.02 0.02 0.007
H 1.28799 -3.61647 -0.90418 -0.11 0.03 0.00 0.018
H 3.26134 3.87133 -0.85411 0.01 0.03 -0.01 0.000
H -1.70478 1.10274 0.34405 -0.02 0.02 -0.05 0.000
H 2.26537 1.02609 -2.78810 0.09 -0.07 0.05 0.001
H -1.77155 3.11152 -1.95117 0.07 0.07 -0.03 0.000
H 2.92676 3.97625 1.41748 -0.05 -0.03 -0.09 0.000
H -4.03977 -1.07887 2.50227 0.00 -0.01 0.00 0.000
H -3.92837 -1.64215 -0.48267 0.04 -0.02 -0.02 0.001
H -0.82427 -3.36263 -4.87550 0.05 0.02 0.00 0.000
H 1.87441 3.20756 -3.48202 0.00 -0.03 -0.03 0.000
H 0.55383 4.48956 -1.75984 0.00 0.15 0.08 0.000
H -0.21593 2.38636 3.98563 0.00 -0.01 0.01 0.000
H -1.44962 -4.34849 -1.15906 0.07 0.08 0.01 0.015
H -3.84691 1.30430 2.05377 0.00 0.06 -0.05 0.000
H -0.46994 2.65623 1.63697 0.03 -0.05 -0.05 -0.002
H 3.61143 3.10050 -3.21639 0.00 -0.12 -0.04 0.000
H -2.09889 -5.15759 -3.31403 -0.06 0.00 0.03 0.000
H 0.58981 -4.90986 2.66448 -0.05 -0.02 -0.01 0.000
H -2.64312 1.00998 -1.93825 0.00 0.10 0.02 0.000
H 0.36418 -5.47925 1.01602 -0.01 0.00 0.00 0.000
H 0.71788 3.88533 4.01447 -0.04 -0.01 0.03 0.000
H 0.67533 0.42418 1.43206 0.02 0.09 -0.06 0.001
H -1.24412 -1.34088 -3.62881 -0.05 0.03 0.11 0.022
H -0.63482 2.63489 -3.03519 -0.16 0.09 -0.06 0.000
H -4.12381 1.05485 0.32393 0.04 0.04 0.01 0.000
H 2.82322 5.07317 -2.06673 -0.08 0.07 0.07 0.000
H -0.82197 -3.01937 2.31406 -0.01 0.09 -0.05 0.020
H -1.47695 -3.99948 1.01227 -0.01 0.08 -0.04 0.019
H 0.32571 -1.74661 -2.95968 -0.01 0.01 0.06 0.010
```
Forces are in eV/Å.